(1)
Entry from the Open Molecules 2025 dataset: a cluster of 2 separate species, C25H30F8NO5PS in total at a distorted geometry (the ωB97M-V functional and the def2-TZVPD basis).

```
71
Properties=species:S:1:pos:R:3:lowdin_charge:R:1
C 0.15128 3.83031 5.86594 -0.166
C -0.59191 4.68410 4.67039 -0.266
C -1.82750 3.83322 3.92953 -0.200
C -1.19601 3.26110 2.53358 -0.244
C -2.27697 2.91822 1.35441 -0.205
C -1.56878 2.60345 -0.12854 -0.168
C -0.29252 1.55814 -0.01532 -0.073
C 1.19762 2.18734 0.39601 0.049
C 2.50242 1.21731 0.59224 -0.014
C 2.35629 -0.43440 0.36725 -0.022
C 0.93242 -1.10271 -0.08910 -0.234
P 0.75220 -2.98401 -0.39146 0.362
S 0.10025 -3.74342 1.32059 0.042
C -0.36293 -0.06324 -0.26615 -0.041
C -1.81904 -0.74824 -0.70198 -0.218
N -2.35202 -1.66992 0.38416 -0.172
C -2.97618 -0.81809 1.48114 -0.155
C 3.76193 -1.29517 0.66186 -0.191
O 4.16384 -2.33396 -0.07488 -0.049
C 4.62320 -0.67926 1.96118 0.066
C 4.74916 0.81636 2.19127 -0.062
C 5.54809 1.43691 3.52168 -0.042
C 6.82223 0.52735 4.00306 -0.282
O 7.10447 0.49536 5.31912 -0.017
O 7.63210 -0.23950 3.04258 -0.011
C 4.00049 1.80111 1.06188 -0.174
O 4.54742 2.90708 0.55121 -0.022
H 1.13092 4.45275 6.14593 0.078
H -0.49443 3.79654 6.85116 0.079
H 0.54712 2.77343 5.52287 0.080
H -0.96119 5.73713 5.07869 0.109
H 0.26623 4.95024 3.88478 0.100
H -2.78017 4.50236 3.81595 0.109
H -2.00546 2.88765 4.63274 0.119
H -0.36040 3.94573 2.05105 0.096
H -0.65336 2.23429 2.81075 0.124
H -2.94458 3.89054 1.21117 0.119
H -2.98620 2.00678 1.64985 0.096
H -2.42470 2.22486 -0.85096 0.108
H -1.18232 3.64296 -0.50865 0.115
H 1.21744 3.35929 0.57104 0.108
H 1.99663 -3.66833 -0.66202 -0.020
H -0.16682 -3.28824 -1.48921 -0.024
H -2.64923 0.05617 -0.89216 0.103
H -1.68063 -1.39124 -1.67147 0.106
H -3.17993 -2.14968 -0.07064 0.112
H -3.77477 -0.05603 1.09328 0.078
H -2.09884 -0.25467 2.01304 0.087
H -3.45066 -1.56317 2.27195 0.104
H 5.10564 -1.41228 2.73913 0.123
H 5.78561 2.59012 3.40713 0.145
H 4.74148 1.36647 4.39975 0.148
H 7.41997 -1.20163 3.24242 0.126
F -1.29621 -3.65059 -4.06382 0.073
C -0.38056 -2.92583 -4.74537 -0.291
F 0.20911 -2.10541 -3.83399 0.069
C -1.00867 -2.11305 -5.87098 -0.430
F -1.88934 -1.19642 -5.38730 0.124
F -0.01770 -1.38802 -6.47979 0.105
C -1.69585 -2.94732 -6.96167 -0.054
O -3.11603 -3.07223 -6.85221 0.032
C -3.57398 -4.12781 -6.00859 -0.477
F -2.52329 -4.90092 -5.64490 0.123
F -4.35934 -4.91201 -6.79558 0.140
C -4.38341 -3.61876 -4.81031 -0.263
F -3.64165 -2.79999 -4.02036 0.080
F -4.79354 -4.64858 -4.02219 0.095
H 0.39049 -3.60251 -5.12584 0.178
H -1.54499 -2.40826 -7.90582 0.153
H -1.20788 -3.91671 -7.12167 0.148
H -5.26609 -3.06305 -5.13882 0.177
```

E (Ha): -2939.38806
Largest force on an atom (eV/Å): 8.8
SMILES string: CCCCCCc1cc2c(c([PH2]=S)c1CNC)C(=O)C=C(CC(=O)O)C2=O.FC(F)C(F)(F)COC(F)(F)C(F)F
HOMO energy (eV): -7.9
Orbital gap (eV): 6.2151
Net charge: 0

***

(2)
Entry from the Open Molecules 2025 dataset: a structure of composition C24H21N2O2SV (the ωB97M-V functional and the def2-TZVPD basis).

```
51
Properties=species:S:1:pos:R:3:lowdin_charge:R:1
V -0.24764 0.02889 -0.73193 0.703
O -0.99684 3.33911 -2.45917 0.158
C -1.28436 2.18963 -2.31631 -0.495
O -0.32676 1.26941 -1.99863 -0.172
C -2.64569 1.61948 -2.53241 -0.155
C -3.40851 2.18344 -3.54796 0.000
C -4.67594 1.69850 -3.82768 -0.052
C -5.19746 0.66284 -3.06976 -0.059
C -4.45940 0.11565 -2.03017 -0.107
C -3.17931 0.58329 -1.76128 -0.518
S -2.37569 -0.09298 -0.31240 0.794
H -2.98854 3.00317 -4.11528 0.129
H -5.25585 2.13305 -4.63013 0.113
H -6.18987 0.28466 -3.27570 0.113
H -4.88124 -0.66791 -1.41448 0.104
C 0.49761 -4.62604 -3.25679 0.008
N 0.94694 -4.05629 -1.97903 -0.159
C 1.57829 -4.94212 -0.99321 0.010
C 0.70340 -2.82428 -1.68895 -0.178
N 0.47720 -1.71356 -1.43942 0.148
H 1.34759 -5.08831 -3.75539 0.102
H 0.09688 -3.83658 -3.88609 0.103
H -0.27312 -5.37325 -3.07199 0.102
H 2.45534 -5.40576 -1.44149 0.103
H 0.86960 -5.71143 -0.68847 0.104
H 1.87755 -4.36048 -0.12553 0.083
C 2.94006 4.35212 3.92502 -0.066
C 2.61093 4.99649 2.74200 -0.063
C 1.94767 4.30414 1.74262 -0.024
C 1.60976 2.96015 1.91202 -0.203
C 1.94403 2.32176 3.11012 -0.017
C 2.60380 3.01550 4.10771 -0.065
C 0.91217 2.29265 0.81235 0.001
C 0.55279 1.01110 0.70960 -0.208
C 0.69679 -0.22145 1.49500 -0.330
C -0.36179 -0.71964 2.27072 -0.049
C -0.23840 -1.93543 2.92395 -0.044
C 0.93556 -2.66877 2.81061 -0.054
C 1.99004 -2.19415 2.03713 -0.073
C 1.86859 -0.98825 1.37011 -0.041
H 3.45603 4.89059 4.70877 0.110
H 2.86796 6.03719 2.59885 0.111
H 1.68506 4.80431 0.81825 0.119
H 1.68280 1.28452 3.26877 0.106
H 2.85628 2.51668 5.03386 0.109
H 0.66224 2.93264 -0.03030 0.114
H -1.26443 -0.12967 2.37041 0.111
H -1.05348 -2.30558 3.53085 0.117
H 1.03302 -3.61020 3.33561 0.114
H 2.91210 -2.75790 1.97166 0.112
H 2.68623 -0.60090 0.77394 0.132
```

E (Ha): -2529.12618
⟨S²⟩: 0.783
Spin multiplicity: 2
Largest force on an atom (eV/Å): 0.2
HOMO energy (spin up / spin down) (eV): -11.0 / -11.1
Orbital gap (spin up / spin down) (eV): 6.9708 / 7.4529
Net charge: +1

***

(3)
Entry from the Open Molecules 2025 dataset: a cluster of 3 separate species, C15H23BrI2N3O5 in total at a distorted geometry (the ωB97M-V functional and the def2-TZVPD basis).

```
49
Properties=species:S:1:pos:R:3:lowdin_charge:R:1
C 1.65563 -2.32854 3.72895 -0.159
C 1.64968 -2.09039 2.15508 -0.673
I 2.84722 -3.73046 1.29667 0.841
C 0.22963 -2.20140 1.46205 -0.207
N -0.90178 -1.72875 2.28590 -0.016
C -1.76750 -2.61079 2.98639 -0.211
N -1.79098 -4.05825 3.04571 0.178
C -2.06968 -4.53764 1.90661 -0.239
O -2.11538 -4.89575 0.81348 0.251
C -2.76165 -1.85546 3.74030 -0.025
N -2.43367 -0.50496 3.43672 -0.531
I -3.44470 1.10432 4.23084 1.034
C -1.35225 -0.45628 2.58370 -0.652
Br -0.59452 1.19713 1.94977 0.886
H 2.34886 -1.54550 4.16950 0.093
H 2.04276 -3.35252 3.97118 0.042
H 0.66146 -2.18156 4.23412 0.070
H 2.18417 -1.12838 1.93067 0.073
H 0.26292 -1.52222 0.54920 0.128
H 0.05659 -3.23663 1.04705 0.085
H -3.57416 -2.23074 4.41546 0.144
O -3.58419 3.48171 1.01781 0.065
C -3.42230 3.33611 -0.17090 -0.529
O -3.83330 4.28435 -1.02403 0.010
C -3.53357 4.29422 -2.42767 -0.224
C -4.52462 3.45127 -3.20374 -0.063
C -2.84316 2.05708 -0.71265 -0.007
H -2.49751 3.99969 -2.60829 0.115
H -3.61795 5.33380 -2.74734 0.127
H -4.48488 2.40275 -2.90266 0.066
H -4.32331 3.51060 -4.27481 0.085
H -5.54388 3.79535 -3.01748 0.088
H -3.63337 1.30821 -0.78432 0.102
H -2.08028 1.71175 -0.01374 -0.020
H -2.35316 2.16461 -1.67750 0.075
O 2.10415 0.26235 -0.46457 0.046
C 3.01270 -0.05401 -1.20333 -0.527
O 4.20360 0.54496 -1.09494 0.009
C 5.38734 0.12438 -1.79229 -0.220
C 5.44128 0.71875 -3.18446 -0.061
C 2.79168 -1.05372 -2.30598 0.012
H 5.47306 -0.96416 -1.79519 0.116
H 6.23021 0.49774 -1.20901 0.127
H 4.60407 0.38295 -3.79893 0.069
H 6.37015 0.44014 -3.68495 0.087
H 5.38073 1.80782 -3.13534 0.088
H 2.34583 -0.54932 -3.16419 0.102
H 2.10457 -1.81940 -1.94244 0.079
H 3.69347 -1.57518 -2.61642 0.075
```

E (Ha): -4294.93502
Largest force on an atom (eV/Å): 4.1
HOMO energy (eV): -12.3
Orbital gap (eV): 7.9009
Net charge: +1

***

(4)
Entry from the Open Molecules 2025 dataset: a structure of composition C2H12MgN3S at a distorted geometry (the ωB97M-V functional and the def2-TZVPD basis).

```
19
Properties=species:S:1:pos:R:3:lowdin_charge:R:1
C -1.48622 2.37084 -1.41381 -0.332
Mg -0.71211 0.43404 -1.55574 0.202
N -2.67126 -0.50151 -0.39356 -0.043
H 1.84916 1.22218 -0.15186 -0.155
H 0.32630 -0.76180 -2.41341 -0.169
H -0.44550 2.61468 -1.70599 -0.081
H -1.96804 2.81382 -0.53682 -0.050
H -2.06569 2.10020 -2.31753 -0.081
H -2.74425 -0.60983 0.62214 -0.002
H -2.69308 -1.45152 -0.76868 0.010
H -3.57510 -0.09793 -0.66433 0.027
N 2.94508 -1.08751 0.66842 0.014
C 1.80814 -0.69915 1.22850 -0.947
N 1.30353 -1.43277 2.25052 -0.022
S 0.91873 0.75294 0.76230 0.477
H 3.54339 -1.78940 1.10299 0.054
H 3.33725 -0.52973 -0.09421 0.054
H 0.43860 -1.18271 2.67087 -0.008
H 1.89104 -2.16484 2.71023 0.052
```

E (Ha): -845.77925
Largest force on an atom (eV/Å): 2.8
HOMO energy (spin up / spin down) (eV): -0.8 / 0.5
Orbital gap (spin up / spin down) (eV): 3.5641 / 2.3352
Net charge: -1

***

(5)
Entry from the Open Molecules 2025 dataset: a cluster of 2 separate species, C3H8O2 in total at a distorted geometry (the ωB97M-V functional and the def2-TZVPD basis).

```
13
Properties=species:S:1:pos:R:3:lowdin_charge:R:1
O 4.20851 -2.17266 -1.91118 0.058
C 3.58348 -1.18740 -1.56582 -0.356
O 2.43387 -0.95684 -2.19504 0.073
H 4.02954 -0.30629 -1.27840 0.115
H 2.58636 -1.43471 -3.01062 0.109
C -2.60733 0.33411 1.84871 -0.135
C -1.56122 1.06540 0.72247 -0.160
H -2.13940 -0.45789 2.46248 0.045
H -3.00351 1.14380 2.48113 0.045
H -3.35311 -0.12489 1.17924 0.042
H -1.16939 2.15796 1.04636 0.079
H -2.26454 1.49454 -0.06976 0.047
H -0.74327 0.44485 0.29043 0.038
```

E (Ha): -269.52028
Largest force on an atom (eV/Å): 5.0
SMILES string: O=CO.CC
HOMO energy (eV): -11.0
Orbital gap (eV): 11.6248
Net charge: 0